Computed, not measured: CH3O4P in the gas phase at a distorted geometry, with ωB97M-V/def2-TZVPD.

Summary:
Total charge: 0
LUMO energy: -0.69 eV
Highest occupied orbital energy: -0.346 Eh
Relative energy (zero: lowest compared OMol25 entry of this formula, charge and spin): 155.2 kcal/mol
Frontier orbital gap: 8.718 eV

Cartesian coordinates (Å):
C (0.279, -0.265, 0.102)
O (-0.344, 1.019, -0.271)
O (-1.872, -2.786, 2.131)
O (-0.508, 1.875, 0.916)
O (-0.772, -1.190, 0.537)
P (-0.637, -2.035, 1.993)
H (0.802, -0.157, 0.976)
H (-1.393, 1.021, -0.393)
H (0.864, -0.753, -0.662)

***

Computed, not measured: 2 unconnected molecules or ions with the total composition CH3O4S2 at a distorted geometry, with ωB97M-V/def2-TZVPD.

Summary:
Total charge: -1
LUMO energy (spin up / spin down): 3.43 / 1.79 eV
Multiplicity: 3
Highest occupied orbital energy (spin up / spin down): -0.017 / -0.165 Eh
Relative energy (zero: lowest compared OMol25 entry of this formula, charge and spin): 48.7 kcal/mol
Frontier orbital gap (spin up / spin down): 3.885 / 6.269 eV

Cartesian coordinates (Å):
C (0.868, -0.299, -1.433)
O (-2.027, 1.322, 1.445)
O (-2.904, -0.063, 3.074)
O (-0.842, -1.040, 2.041)
O (1.167, -1.179, -0.643)
S (0.532, 1.335, -0.958)
S (-1.626, 0.381, 2.670)
H (0.728, -0.423, -2.439)
H (-1.314, 1.231, 0.757)
H (0.024, -0.886, 1.497)

***

Computed, not measured: 2 unconnected molecules or ions with the total composition CH3OP at a distorted geometry, with ωB97M-V/def2-TZVPD.

Summary:
Total charge: 0
LUMO energy (spin up / spin down): 0.15 / -1.22 eV
Multiplicity: 3
Highest occupied orbital energy (spin up / spin down): -0.257 / -0.378 Eh
Relative energy (zero: lowest compared OMol25 entry of this formula, charge and spin): 80.5 kcal/mol
Frontier orbital gap (spin up / spin down): 7.134 / 9.055 eV

Cartesian coordinates (Å):
C (-0.538, -0.228, -0.158)
O (0.514, -1.087, -0.045)
P (1.004, 0.613, 0.010)
H (-1.524, -0.348, -0.169)
H (-0.771, 0.612, 1.672)
H (1.316, 0.438, -1.310)

***

Computed, not measured: a molecular structure, CH3PS at a distorted geometry, with ωB97M-V/def2-TZVPD.

Summary:
Total charge: 0
LUMO energy: -0.65 eV
Highest occupied orbital energy: -0.303 Eh
Relative energy (zero: lowest compared OMol25 entry of this formula, charge and spin): 57.1 kcal/mol
Frontier orbital gap: 7.599 eV

Cartesian coordinates (Å):
C (-0.848, -0.391, -0.540)
P (1.408, 0.384, -0.118)
S (-2.159, -0.043, 0.289)
H (-0.578, -1.271, -1.121)
H (1.168, -0.238, 1.174)
H (1.009, 1.559, 0.315)

***

Computed, not measured: CH3PS4 in the gas phase at a distorted geometry, with ωB97M-V/def2-TZVPD.

Summary:
Total charge: 0
LUMO energy: -0.74 eV
Highest occupied orbital energy: -0.324 Eh
Relative energy (zero: lowest compared OMol25 entry of this formula, charge and spin): 20.2 kcal/mol
Frontier orbital gap: 8.060 eV

Cartesian coordinates (Å):
S (1.554, -1.558, -1.873)
P (1.711, 0.185, -0.587)
S (0.393, -0.471, 1.342)
C (-1.379, 0.471, 1.273)
S (-1.857, 0.640, -0.441)
S (-0.028, 1.332, -1.214)
H (2.937, -1.838, -1.947)
H (-2.140, -0.092, 1.761)
H (-1.193, 1.330, 1.686)

***

Computed, not measured: a molecular structure, CH4AlN2O9P2 at a distorted geometry, with ωB97M-V/def2-TZVPD.

Summary:
Total charge: -3
LUMO energy: 6.39 eV
Highest occupied orbital energy: 0.108 Eh
Relative energy (zero: lowest compared OMol25 entry of this formula, charge and spin): 0.0 kcal/mol
Frontier orbital gap: 3.442 eV

Cartesian coordinates (Å):
Al (24.103, -9.078, -15.952)
P (26.970, -8.126, -13.980)
O (27.675, -8.336, -12.627)
O (26.627, -9.424, -14.802)
O (27.718, -7.123, -14.894)
O (25.590, -7.434, -13.808)
P (23.623, -5.650, -16.945)
O (23.637, -5.010, -18.438)
O (22.573, -6.753, -16.646)
O (23.692, -4.619, -15.789)
O (25.013, -6.307, -16.763)
C (22.875, -8.991, -12.291)
O (22.766, -9.402, -13.441)
N (23.645, -8.013, -11.937)
N (22.338, -9.574, -11.244)
H (23.728, -7.663, -10.993)
H (24.201, -7.676, -12.711)
H (21.614, -10.247, -11.452)
H (22.329, -9.158, -10.324)

***

Computed, not measured: a molecular structure, CH4As2F12N2ORb at a distorted geometry, with ωB97M-V/def2-TZVPD.

Summary:
Total charge: -1
LUMO energy: 1.76 eV
Highest occupied orbital energy: -0.295 Eh
Frontier orbital gap: 9.776 eV

Cartesian coordinates (Å):
Rb (-0.287, 0.849, -1.766)
As (0.055, 4.555, -0.417)
F (1.127, 5.437, 0.750)
F (0.997, 5.306, -1.778)
F (-1.056, 3.665, -1.499)
F (-0.564, 3.695, 1.035)
F (-1.193, 5.833, -0.217)
F (1.189, 3.080, -0.697)
As (2.494, -1.682, 0.091)
F (1.116, -0.465, 0.296)
F (1.458, -3.152, 0.453)
F (3.864, -2.804, -0.122)
F (3.620, -0.394, -0.192)
F (2.837, -1.622, 1.842)
F (2.142, -1.879, -1.676)
C (-2.049, -2.193, 0.259)
O (-1.590, -1.160, -0.271)
N (-3.305, -2.288, 0.491)
N (-1.322, -3.230, 0.520)
H (-3.584, -3.049, 1.093)
H (-3.900, -1.491, 0.314)
H (-1.711, -4.009, 1.031)
H (-0.340, -3.001, 0.458)

***

Computed, not measured: a molecular structure, CH4BClS at a distorted geometry, with ωB97M-V/def2-TZVPD.

Summary:
Total charge: 0
LUMO energy: -1.54 eV
Highest occupied orbital energy: -0.366 Eh
Relative energy (zero: lowest compared OMol25 entry of this formula, charge and spin): 27.0 kcal/mol
Frontier orbital gap: 8.413 eV

Cartesian coordinates (Å):
B (1.204, -0.154, -0.552)
C (-1.473, 0.389, 0.514)
S (0.108, 0.867, 0.744)
Cl (1.752, -1.334, 0.833)
H (1.811, 0.806, -1.138)
H (0.518, -0.824, -1.291)
H (-1.630, -0.428, -0.332)
H (-2.291, 0.678, 1.221)

***

Computed, not measured: CH4BClS in the gas phase at a distorted geometry, with ωB97M-V/def2-TZVPD.

Summary:
Total charge: 0
LUMO energy: -0.16 eV
Highest occupied orbital energy: -0.332 Eh
Relative energy (zero: lowest compared OMol25 entry of this formula, charge and spin): 59.1 kcal/mol
Frontier orbital gap: 8.863 eV

Cartesian coordinates (Å):
B (-1.231, 0.474, 0.126)
C (-0.059, -0.382, -0.040)
S (1.669, 0.914, -0.037)
Cl (3.006, -0.610, 0.088)
H (-2.356, 0.067, -0.287)
H (-1.166, 1.559, 0.297)
H (-0.094, -0.974, 0.831)
H (0.231, -1.048, -0.978)

***

Computed, not measured: a gas-phase ion, CH4BN4O2 (charge +1) at a distorted geometry, with ωB97M-V/def2-TZVPD.

Summary:
Total charge: +1
LUMO energy: -6.22 eV
Highest occupied orbital energy: -0.603 Eh
Relative energy (zero: lowest compared OMol25 entry of this formula, charge and spin): 81.5 kcal/mol
Frontier orbital gap: 10.178 eV

Cartesian coordinates (Å):
O (-0.534, 0.979, -2.008)
B (0.063, -0.173, -1.244)
O (0.398, -1.438, -1.944)
N (0.230, 0.065, 0.262)
C (1.309, 0.795, 1.032)
N (0.761, 0.644, 2.433)
N (-0.455, -0.072, 2.348)
N (-0.789, -0.439, 1.054)
H (-1.273, 1.360, -1.414)
H (-0.382, -2.070, -1.770)
H (2.263, 1.318, 0.602)
H (-1.591, -0.969, 0.649)

***

Computed, not measured: CH4BNO2 in the gas phase at a distorted geometry, with ωB97M-V/def2-TZVPD.

Summary:
Total charge: 0
LUMO energy: 0.47 eV
Highest occupied orbital energy: -0.359 Eh
Relative energy (zero: lowest compared OMol25 entry of this formula, charge and spin): 47.8 kcal/mol
Frontier orbital gap: 10.249 eV

Cartesian coordinates (Å):
B (-0.459, -1.181, 1.237)
O (0.025, -0.048, 0.801)
N (0.221, 0.168, -0.668)
C (0.303, 1.400, -0.987)
O (0.193, -0.834, -1.354)
H (-0.707, -2.215, 0.429)
H (-0.436, -1.082, 2.401)
H (0.632, 1.902, -1.863)
H (0.228, 1.891, 0.004)

***

Computed, not measured: a molecular structure, CH4Br2OP at a distorted geometry, with ωB97M-V/def2-TZVPD.

Summary:
Total charge: +1
LUMO energy (spin up / spin down): -7.17 / -7.17 eV
Highest occupied orbital energy (spin up / spin down): -0.541 / -0.541 Eh
Relative energy (zero: lowest compared OMol25 entry of this formula, charge and spin): 99.0 kcal/mol
Frontier orbital gap (spin up / spin down): 7.540 / 7.539 eV

Cartesian coordinates (Å):
C (1.792, 0.010, 0.006)
O (-3.234, 0.661, 0.201)
P (0.291, -0.488, 0.879)
Br (-0.333, -2.244, -0.244)
Br (-1.739, 1.491, -0.118)
H (2.435, -0.809, -0.238)
H (2.312, 0.514, 0.811)
H (1.700, 0.836, -0.819)
H (-3.225, 0.029, -0.478)

***

Computed, not measured: 2 unconnected molecules or ions with the total composition CH4Br2OSi at a distorted geometry, with ωB97M-V/def2-TZVPD.

Summary:
Total charge: 0
LUMO energy: -0.66 eV
Highest occupied orbital energy: -0.370 Eh
Relative energy (zero: lowest compared OMol25 entry of this formula, charge and spin): 81.7 kcal/mol
Frontier orbital gap: 9.396 eV

Cartesian coordinates (Å):
O (1.056, -0.666, -1.326)
Si (0.276, -0.871, -2.623)
H (0.655, -0.072, -3.772)
H (-0.782, -1.824, -2.918)
Br (0.360, 1.407, 3.787)
C (-0.180, 0.731, 1.882)
Br (-1.676, -0.447, 1.968)
H (-0.386, 1.552, 1.314)
H (0.678, 0.189, 1.688)

***

Computed, not measured: CH4Br2Si in the gas phase at a distorted geometry, with ωB97M-V/def2-TZVPD.

Summary:
Total charge: 0
LUMO energy: -0.47 eV
Highest occupied orbital energy: -0.369 Eh
Relative energy (zero: lowest compared OMol25 entry of this formula, charge and spin): 79.4 kcal/mol
Frontier orbital gap: 9.567 eV

Cartesian coordinates (Å):
Si (-0.205, -0.001, 0.343)
C (1.508, -0.240, -0.612)
Br (2.747, 1.458, 0.163)
Br (2.358, -1.846, -0.004)
H (-1.209, -0.934, 0.021)
H (-0.379, 1.360, 0.059)
H (0.117, -0.295, 1.690)
H (1.906, 0.117, -1.626)

***

Computed, not measured: 2 unconnected molecules or ions with the total composition CH4Br2Si at a distorted geometry, with ωB97M-V/def2-TZVPD.

Summary:
Total charge: 0
LUMO energy (spin up / spin down): -2.73 / -3.46 eV
Highest occupied orbital energy (spin up / spin down): -0.338 / -0.304 Eh
Relative energy (zero: lowest compared OMol25 entry of this formula, charge and spin): 112.1 kcal/mol
Frontier orbital gap (spin up / spin down): 6.465 / 4.804 eV

Cartesian coordinates (Å):
C (0.514, 0.086, 0.552)
Si (0.175, 0.024, -1.241)
Br (2.378, -0.171, 1.230)
Br (-2.670, 0.011, 1.137)
H (0.016, -0.821, 0.952)
H (0.159, 0.911, 1.205)
H (-0.559, -1.182, -1.545)
H (-0.012, 1.143, -2.290)

***

Computed, not measured: 2 unconnected molecules or ions with the total composition CH4BrClOP at a distorted geometry, with ωB97M-V/def2-TZVPD.

Summary:
Total charge: +1
LUMO energy (spin up / spin down): -7.53 / -7.52 eV
Highest occupied orbital energy (spin up / spin down): -0.544 / -0.544 Eh
Relative energy (zero: lowest compared OMol25 entry of this formula, charge and spin): 119.3 kcal/mol
Frontier orbital gap (spin up / spin down): 7.280 / 7.294 eV

Cartesian coordinates (Å):
C (0.456, -0.811, -1.141)
O (-1.920, 0.954, 1.196)
P (0.521, 0.144, 0.441)
Cl (1.614, 1.658, 0.839)
Br (0.304, -1.129, 2.225)
H (1.372, -1.378, -1.269)
H (0.332, 0.095, -1.897)
H (-0.488, -1.371, -1.294)
H (-2.189, 1.837, 0.898)

***

Computed, not measured: a molecular structure, CH4Cl2N2O3PS at a distorted geometry, with ωB97M-V/def2-TZVPD.

Summary:
Total charge: -1
LUMO energy (spin up / spin down): 1.56 / 2.43 eV
Highest occupied orbital energy (spin up / spin down): -0.169 / -0.209 Eh
Relative energy (zero: lowest compared OMol25 entry of this formula, charge and spin): 100.7 kcal/mol
Frontier orbital gap (spin up / spin down): 6.151 / 8.116 eV

Cartesian coordinates (Å):
C (-1.243, -0.948, 1.229)
N (0.923, -0.098, -0.857)
N (-0.710, 3.014, -0.947)
O (-0.699, -1.866, -1.412)
O (1.711, -2.575, -0.646)
O (0.017, -1.504, 0.964)
P (0.497, -1.694, -0.617)
S (1.986, 0.821, -0.443)
Cl (0.962, 3.242, -0.935)
Cl (2.247, 0.804, 1.669)
H (-1.827, -1.515, 1.891)
H (-1.780, -0.646, 0.322)
H (-1.151, -0.034, 1.739)
H (-0.931, 2.997, -1.958)

***

Computed, not measured: 2 unconnected molecules or ions with the total composition CH4Cl2NP at a distorted geometry, with ωB97M-V/def2-TZVPD.

Summary:
Total charge: 0
LUMO energy: -0.19 eV
Highest occupied orbital energy: -0.356 Eh
Relative energy (zero: lowest compared OMol25 entry of this formula, charge and spin): 33.6 kcal/mol
Frontier orbital gap: 9.500 eV

Cartesian coordinates (Å):
H (2.299, -2.093, -0.691)
N (2.577, -1.082, -0.782)
P (2.599, -0.164, 0.463)
Cl (3.633, 1.383, -0.235)
C (-2.392, 0.388, 0.151)
Cl (-0.649, 0.631, 0.520)
H (-2.910, 0.671, 1.108)
H (-2.640, -0.605, 0.194)
H (-2.518, 0.871, -0.727)

***

Computed, not measured: a gas-phase ion, CH4Cl2O2P (charge +1) at a distorted geometry, with ωB97M-V/def2-TZVPD.

Summary:
Total charge: +1
LUMO energy: -5.00 eV
Highest occupied orbital energy: -0.616 Eh
Relative energy (zero: lowest compared OMol25 entry of this formula, charge and spin): 1.8 kcal/mol
Frontier orbital gap: 11.752 eV

Cartesian coordinates (Å):
C (1.427, 0.173, 0.822)
O (-0.747, 0.182, -1.753)
O (0.143, 0.727, 0.475)
P (-1.084, 0.018, -0.207)
Cl (-2.710, 1.042, 0.108)
Cl (-1.524, -1.969, 0.167)
H (1.680, -0.583, 0.225)
H (1.388, -0.278, 1.887)
H (2.260, 0.940, 0.857)
H (-0.834, -0.253, -2.580)

***

Computed, not measured: a molecular structure, CH4Cl2OSi at a distorted geometry, with ωB97M-V/def2-TZVPD.

Summary:
Total charge: 0
LUMO energy: -0.33 eV
Highest occupied orbital energy: -0.364 Eh
Relative energy (zero: lowest compared OMol25 entry of this formula, charge and spin): 40.7 kcal/mol
Frontier orbital gap: 9.582 eV

Cartesian coordinates (Å):
C (1.057, 0.682, -0.086)
O (-0.660, -1.365, 0.974)
Si (-0.717, 0.055, 0.196)
Cl (-1.956, -1.202, -1.909)
Cl (-1.914, 1.454, 0.841)
H (1.138, 1.751, -0.129)
H (1.700, 0.299, 0.721)
H (1.512, 0.333, -1.011)
H (-0.160, -2.009, 0.403)

***

The evaluated E_tot for the records listed, in turn: -682.046961 -1137.147822 -456.230366 -779.323369 -1973.991136 -1752.240497 -5919.722088 -923.686811 -923.635679 -434.507805 -270.450512 -5604.756764 -5553.213691 -5477.956093 -5477.904028 -3490.901813 -2035.688672 -1356.974194 -1452.504127 -1325.717306 a.u..